No. 1
C13H11N3O6 | the ωB97M-V functional and the def2-TZVPD basis

Summary:
Frontier orbital gap   8.73 eV
2S+1   1
SMILES   COC(=O)c1cc(C(=O)Nc2cc(C)on2)cc([N+](=O)[O-])c1

XYZ file:
```
33
C13H11N3O6 | OMol25 | the ωB97M-V functional and the def2-TZVPD basis
C 3.9641 2.3609 0.8840
H 4.3449 2.8076 -0.0339
H 3.2990 3.0562 1.3989
H 4.7948 2.0858 1.5341
O 3.2567 1.1770 0.5341
C 1.9975 1.0563 0.9510
O 1.4022 1.8812 1.5968
C 1.3893 -0.2346 0.5122
C 2.0170 -1.0690 -0.4041
C 1.3867 -2.2472 -0.7765
C 0.1509 -2.6089 -0.2561
C -0.4810 -1.7591 0.6419
C 0.1457 -0.5814 1.0338
H -0.3125 0.0828 1.7518
C -1.7799 -2.1784 1.2604
O -1.9220 -3.2662 1.7686
N -2.7840 -1.2561 1.2651
C -2.8845 -0.0434 0.6168
N -3.7636 0.8366 1.0389
O -3.6853 1.9047 0.2144
C -2.7574 1.6827 -0.7259
C -2.2064 0.4469 -0.5327
H -1.4620 -0.0366 -1.1265
C -2.4974 2.7401 -1.7301
H -3.4349 3.1951 -2.0407
H -1.8721 3.5186 -1.2940
H -1.9871 2.3195 -2.5911
H -3.5883 -1.4900 1.8369
H -0.3083 -3.5409 -0.5509
N 2.0347 -3.1202 -1.7367
O 1.4195 -4.0916 -2.1107
O 3.1454 -2.8128 -2.1057
H 2.9781 -0.8154 -0.8241
```

=====

No. 2
C7H2ClN2O2S | the ωB97M-V functional and the def2-TZVPD basis

Summary:
Frontier orbital gap   7.26 eV
Charge   -1
2S+1   1

XYZ file:
```
15
C7H2ClN2O2S | OMol25 | the ωB97M-V functional and the def2-TZVPD basis
O -2.4855 -0.3609 -2.0283
C -2.0316 -1.0636 -1.1161
O -2.4716 -2.1066 -0.5947
C -0.7782 -0.4976 -0.3911
C -0.1387 -1.2849 0.5103
C 1.0190 -0.8434 1.2101
Cl 1.7431 -1.9611 2.3413
C 1.5769 0.3755 1.0520
C 0.9381 1.2344 0.1276
N 1.3313 2.4763 -0.1572
S 0.2896 3.0301 -1.2398
N -0.6834 1.7697 -1.4121
C -0.2307 0.8115 -0.5978
H -0.5307 -2.2707 0.7008
H 2.4524 0.6913 1.5949
```

=====

No. 3
C22H50BrN5O9P | the ωB97M-V functional and the def2-TZVPD basis

Summary:
Frontier orbital gap   7.53 eV
Charge   +1
2S+1   1

XYZ file:
```
88
C22H50BrN5O9P | OMol25 | the ωB97M-V functional and the def2-TZVPD basis
C 3.2232 3.2072 3.7824
C 1.6515 3.6051 4.0261
C 0.5670 2.4505 3.6037
Br -1.1372 2.7801 4.6670
N 1.0019 1.0281 3.8792
C 0.9302 0.0308 2.7440
C 0.4512 0.1620 1.1812
C 1.5181 0.9123 0.1873
C 2.9055 0.0498 0.0211
N 2.7277 -1.4362 0.2586
N 1.3988 -1.2935 3.3067
C 1.7174 -1.0808 4.7746
N 2.1467 -1.9972 5.7016
C 2.4881 -1.7313 7.1504
C 1.1012 -1.8039 8.0361
P 2.3338 -3.7221 5.1553
O 0.9931 -4.2162 4.1598
O 3.8785 -3.9766 4.3895
N 1.4546 0.3871 5.0217
O 1.5236 1.1584 6.1197
H 3.6133 2.3355 4.4927
H 3.4641 3.0143 2.6474
H 3.8608 4.1637 4.0942
H 1.4348 4.5945 3.4040
H 1.4673 3.9185 5.1632
H 0.2891 2.6425 2.4588
H 0.1931 -0.9461 0.8206
H -0.5738 0.7474 1.1397
H 1.0096 0.9287 -0.8919
H 1.6728 2.0381 0.4920
H 3.2609 0.1718 -1.0976
H 3.7189 0.4563 0.7579
H 3.6383 -1.9470 0.1904
H 2.1046 -1.8002 -0.5131
H 3.0319 -0.6863 7.1873
H 3.2317 -2.5969 7.4893
H 0.4400 -0.8412 7.9545
H 0.4552 -2.7062 7.6637
H 1.3795 -1.9341 9.1691
H 1.2741 -4.3431 3.1973
H 4.5269 -3.2278 4.5991
H 0.7299 0.9661 6.7257
C -5.4521 0.8738 2.4549
O -5.3246 1.2632 1.0971
C -3.9578 1.4521 0.7203
C -3.8390 1.5946 -0.7988
O -3.8051 0.3291 -1.4709
C -5.0688 -0.3373 -1.5856
C -5.9585 0.2687 -2.6727
O -6.6543 1.4105 -2.1682
C -7.3075 2.1346 -3.1996
H -5.0093 1.6259 3.1152
H -6.5169 0.7841 2.6886
H -4.9786 -0.0978 2.6175
H -3.3569 0.6018 1.0625
H -3.6029 2.3700 1.2011
H -2.8744 2.0644 -1.0199
H -4.6150 2.2421 -1.2134
H -5.5777 -0.3896 -0.6208
H -4.8272 -1.3648 -1.8787
H -6.7063 -0.4690 -2.9849
H -5.3478 0.5575 -3.5364
H -6.5715 2.5384 -3.9026
H -7.8451 2.9708 -2.7439
H -8.0237 1.4977 -3.7243
C -1.0883 -0.6118 -4.9745
O 0.2308 -0.4638 -5.4741
C 1.0579 0.2935 -4.5864
C 2.5246 0.1970 -5.0124
O 3.1634 -0.9904 -4.5264
C 2.8319 -2.1952 -5.2283
C 3.5456 -2.3073 -6.5770
O 2.8345 -1.5779 -7.5793
C 3.5780 -1.4639 -8.7831
H -1.5525 0.3664 -4.8150
H -1.6762 -1.1635 -5.7135
H -1.0796 -1.1825 -4.0424
H 0.9425 -0.0789 -3.5622
H 0.7321 1.3381 -4.6363
H 3.0672 1.0273 -4.5474
H 2.6468 0.2979 -6.0933
H 1.7505 -2.3119 -5.3255
H 3.1877 -3.0094 -4.5876
H 3.5776 -3.3582 -6.8862
H 4.5679 -1.9206 -6.4913
H 4.4934 -0.8888 -8.6091
H 2.9667 -0.9276 -9.5142
H 3.8207 -2.4519 -9.1817
```

=====

No. 4
C3H8N4O | the ωB97M-V functional and the def2-TZVPD basis

Summary:
Frontier orbital gap   8.75 eV
Energy above the lowest of the compared OMol25 structures with the same formula, charge and spin   168.5 kcal per mole
2S+1   1

XYZ file:
```
16
C3H8N4O | OMol25 | the ωB97M-V functional and the def2-TZVPD basis
C 1.4333 -0.8870 -0.5538
C 0.2822 -0.4466 0.3453
C -1.4959 1.1535 -0.2660
H 1.8883 1.0278 0.5546
H 3.6902 1.0463 0.4319
H 1.2891 -1.8221 -1.0944
H 0.8892 -0.1271 1.5783
H -0.2907 -1.4422 0.3265
H -1.7406 2.1728 -0.5603
H -3.7413 0.4712 -0.5228
H -2.4634 -1.7181 0.1140
N 2.8043 0.6287 0.3127
N 2.6678 -0.3687 -0.5717
N -0.2673 0.9782 -0.0174
N -2.5925 0.1819 -0.5244
O -2.3526 -0.8487 0.4478
```

=====

No. 5
C37H44N5OSSiV | the ωB97M-V functional and the def2-TZVPD basis

Summary:
Frontier orbital gap (spin up / spin down)   5.91 / 6.37 eV
Energy above the lowest of the compared OMol25 structures with the same formula, charge and spin   0.0 kcal per mole
Charge   +1
2S+1   4
Expectation value of S²   3.76

XYZ file:
```
90
C37H44N5OSSiV | OMol25 | the ωB97M-V functional and the def2-TZVPD basis
V -0.5401 -0.3657 0.1361
C 2.4401 0.0082 4.3237
C 2.5425 0.7670 3.0216
C 1.5810 1.7343 2.6928
C 0.5641 2.1221 3.7451
C 1.6332 2.3737 1.4465
C 0.6217 3.4265 1.0562
C 2.6840 2.0874 0.5574
C 2.7948 2.8534 -0.7401
C 3.6515 1.1392 0.9001
C 4.7807 0.7939 -0.0411
C 3.5870 0.4936 2.1400
C 4.6524 -0.5079 2.5055
H 3.0931 0.4286 5.0938
H 2.7236 -1.0355 4.1895
H 1.4268 0.0140 4.7172
H -0.2430 1.3897 3.8400
H 0.1082 3.0862 3.5439
H 1.0413 2.1940 4.7220
H 1.0464 4.4312 1.1369
H -0.2700 3.3996 1.6736
H 0.3001 3.2995 0.0213
H 3.8331 3.0234 -1.0157
H 2.3226 3.8298 -0.6722
H 2.3188 2.3185 -1.5677
H 5.7217 1.2477 0.2816
H 4.5867 1.1218 -1.0574
H 4.9384 -0.2846 -0.0787
H 5.6331 -0.1935 2.1526
H 4.4460 -1.4827 2.0452
H 4.7273 -0.6562 3.5795
C 2.3156 -0.7651 -1.9738
Si 0.7554 -0.4929 -2.9680
C 1.0338 0.8783 -4.2091
C 0.4538 -2.1134 -3.8861
N -0.5243 -0.0779 -1.8654
C -1.7795 0.3191 -2.2997
C -2.3245 0.1146 -3.5782
C -3.6311 0.4667 -3.8788
C -4.4642 1.0208 -2.9182
C -3.9635 1.2472 -1.6430
C -2.6504 0.9255 -1.3797
O -2.0884 1.0884 -0.0909
C -2.4766 2.1691 0.7038
C -2.5883 1.9472 2.0626
C -2.9026 3.0104 2.8994
C -3.1094 4.2736 2.3692
C -2.9952 4.4746 0.9985
C -2.6741 3.4246 0.1538
H 3.1777 -0.7125 -2.6445
H 2.3230 -1.7534 -1.5080
H 2.4602 -0.0243 -1.1877
H 1.8703 0.6340 -4.8682
H 1.2741 1.8139 -3.6992
H 0.1605 1.0635 -4.8358
H 1.3688 -2.4200 -4.3997
H -0.3382 -2.0679 -4.6342
H 0.2013 -2.9063 -3.1732
H -1.7097 -0.3384 -4.3438
H -4.0075 0.2929 -4.8786
H -5.4877 1.2772 -3.1523
H -4.5847 1.6830 -0.8707
H -2.4174 0.9584 2.4723
H -2.9879 2.8439 3.9649
H -3.3596 5.1007 3.0192
H -3.1497 5.4608 0.5818
H -2.5708 3.5746 -0.9121
S 1.2119 -1.7004 1.3909
C 1.3244 -3.2232 0.6805
N 2.1766 -4.1241 1.2662
C 2.4220 -5.3494 0.7634
C 1.7937 -5.7301 -0.3809
C 0.9160 -4.7892 -0.9446
N 0.6841 -3.5946 -0.4456
H 2.6439 -3.8174 2.1104
H 3.1192 -5.9665 1.3120
H 1.9600 -6.6980 -0.8250
H 0.3783 -5.0344 -1.8553
N -6.5350 -1.8361 2.0802
C -5.6327 -2.0191 1.3946
C -4.4956 -2.2472 0.5474
C -4.5633 -3.0957 -0.5532
C -3.4278 -3.2582 -1.3238
C -2.2765 -2.5726 -0.9810
N -2.2099 -1.7479 0.0739
C -3.3045 -1.5917 0.8186
H -5.4871 -3.6040 -0.7930
H -3.4332 -3.8939 -2.1972
H -1.3743 -2.6454 -1.5703
H -3.2463 -0.9092 1.6560
```

=====

No. 6
C32H76N12O14 | the ωB97M-V functional and the def2-TZVPD basis

Summary:
Frontier orbital gap   9.22 eV
Energy above the lowest of the compared OMol25 structures with the same formula, charge and spin   0.0 kcal per mole
2S+1   1
SMILES   C[N+](=O)[O-].C[N+](=O)[O-].CNC(C)=O.CNC(C)=O.CNC(C)=O.CNC(C)=O.CNC(C)=O.CNC(C)=O.CNC(C)=O.CNC(C)=O.CNC(C)=O.CNC(C)=O

XYZ file:
```
134
C32H76N12O14 | OMol25 | the ωB97M-V functional and the def2-TZVPD basis
C 9.7064 10.7215 11.3822
N 10.2578 9.4147 11.0260
O 11.4905 9.3189 11.0857
O 9.5039 8.5193 10.7672
H 9.6144 11.3458 10.5103
H 10.4120 11.1047 12.1322
H 8.7445 10.6030 11.8781
C 13.1338 11.1107 9.1585
N 12.0033 11.9642 9.4935
O 12.2409 12.7874 10.3503
O 11.0573 11.9113 8.7623
H 12.9847 10.1028 9.5277
H 14.0361 11.5205 9.6283
H 13.1852 11.0553 8.0584
C 6.8920 10.8495 17.7754
C 8.0648 9.9280 17.6162
O 8.0293 9.0259 16.8451
N 9.2043 10.3418 18.3392
C 10.4410 9.6171 18.1937
H 6.9093 11.2658 18.7619
H 5.9310 10.2969 17.6018
H 6.9800 11.6692 17.0744
H 9.1313 11.0726 19.0591
H 10.2897 8.8161 17.4697
H 10.8903 9.2490 19.1348
H 11.2629 10.2643 17.7473
C 15.6375 11.8759 15.6511
C 15.9488 11.6535 14.1775
O 16.8537 12.1851 13.5602
N 15.0920 10.7830 13.5642
C 14.9909 10.5005 12.1536
H 14.5884 11.8642 15.7929
H 15.9777 12.8969 15.8913
H 16.1806 11.1030 16.1661
H 14.2746 10.5857 14.1217
H 15.1795 11.3895 11.6027
H 14.0859 10.0215 11.9242
H 15.7247 9.7603 11.8068
C 14.8127 18.3385 17.2957
C 13.9705 17.0520 17.2582
O 14.2890 15.9256 17.7045
N 12.8064 17.2510 16.6311
C 11.6640 16.3271 16.6364
H 14.8007 18.8297 16.2983
H 15.8099 18.0483 17.5988
H 14.3904 18.9405 18.1194
H 12.5725 18.1457 16.1587
H 11.1448 16.3265 17.6154
H 11.9680 15.2961 16.4960
H 10.9930 16.7208 15.8223
C 12.4754 15.1805 20.8258
C 11.8930 14.0983 19.9315
O 10.8416 13.5469 20.2859
N 12.4959 13.9134 18.7531
C 12.0898 12.8111 17.8460
H 13.5463 15.1847 20.8451
H 11.9997 15.1978 21.7888
H 12.2305 16.1404 20.3274
H 13.1876 14.5941 18.4489
H 12.8059 12.0035 17.7775
H 11.8575 13.1441 16.7841
H 11.1423 12.4412 18.2725
C 13.7725 7.9788 17.0078
C 15.1046 8.6654 17.0433
O 15.8816 8.6777 16.0713
N 15.4275 9.2636 18.2400
C 14.5858 9.4102 19.4007
H 13.5815 7.3269 17.8157
H 13.7258 7.4599 16.0839
H 13.0350 8.7874 17.0097
H 16.3046 9.7248 18.1927
H 15.1370 10.0442 20.0753
H 14.3994 8.4451 19.8818
H 13.6235 10.0078 19.2410
C 8.9828 14.6207 17.2210
C 7.7480 14.2467 18.0197
O 6.6590 14.3169 17.5415
N 7.9147 13.8351 19.2874
C 6.7626 13.7210 20.1720
H 8.7546 15.6024 16.8302
H 9.0528 14.0034 16.2813
H 9.9242 14.5972 17.8045
H 8.8098 13.8390 19.7415
H 6.4087 14.6859 20.5077
H 7.0860 13.0401 20.9429
H 5.9056 13.2225 19.6971
C 6.1393 15.0699 14.6945
C 6.9392 14.6888 13.4675
O 7.8842 13.9076 13.5925
N 6.5577 15.1748 12.2571
C 7.4018 14.9650 11.1113
H 5.9231 14.1938 15.2527
H 5.2376 15.5635 14.3561
H 6.7126 15.7493 15.3288
H 6.0511 16.0383 12.3489
H 8.0118 14.0798 11.3273
H 8.0945 15.7581 10.9539
H 6.8189 14.7626 10.2582
C 10.1458 19.5528 13.4442
C 11.5549 19.0776 13.8144
O 12.0650 19.4735 14.8532
N 12.2111 18.2501 13.0185
C 11.7099 17.6618 11.8202
H 9.9865 20.2968 14.2098
H 9.4228 18.7396 13.5413
H 10.0769 19.9617 12.4246
H 13.1455 18.1031 13.3203
H 11.8521 18.2548 10.9170
H 10.6246 17.4038 11.9115
H 12.2775 16.7584 11.6645
C 14.8574 14.6087 11.3270
C 14.9165 15.3715 12.6007
O 14.2323 16.4002 12.7019
N 15.7253 14.9926 13.6250
C 15.8976 15.8518 14.8011
H 13.8143 14.6029 10.9865
H 15.1102 13.5600 11.4397
H 15.5742 15.1322 10.6981
H 16.2433 14.1412 13.7001
H 16.9751 16.1506 14.9607
H 15.6083 15.3696 15.7556
H 15.4176 16.8227 14.6118
C 9.5545 11.2808 15.1297
C 10.9267 11.7133 14.7595
O 11.9327 11.0600 14.9952
N 11.0774 12.9310 14.2186
C 12.3933 13.5496 13.9470
H 9.4509 10.1848 14.9178
H 8.8028 11.8440 14.5648
H 9.4661 11.3989 16.2040
H 10.2745 13.3842 13.8411
H 12.9696 13.6806 14.8761
H 12.2315 14.5402 13.5170
H 13.0770 12.9548 13.3289
```

=====

No. 7
C3H4CoLiO2 | the ωB97M-V functional and the def2-TZVPD basis

Summary:
Frontier orbital gap (spin up / spin down)   8.11 / 7.12 eV
Energy above the lowest of the compared OMol25 structures with the same formula, charge and spin   99.1 kcal per mole
Charge   +2
2S+1   5
Expectation value of S²   6.01

XYZ file:
```
11
C3H4CoLiO2 | OMol25 | the ωB97M-V functional and the def2-TZVPD basis
O -1.0899 -1.5901 0.3494
Co -2.0575 0.0515 0.6897
C 0.1596 -1.6996 0.4290
O 0.8486 -0.5554 0.7382
C 0.2750 0.6954 0.8718
C -0.1663 1.4110 -0.2048
H 0.4429 1.1473 1.8545
H -0.5783 2.4057 -0.0070
H -0.1632 1.3039 -1.2902
Li 1.1983 -2.4311 -1.3748
H 1.1309 -0.7384 -2.0557
```

=====

No. 8
C20H28Br4F12N2O19S4Zr | the ωB97M-V functional and the def2-TZVPD basis

Summary:
Frontier orbital gap   8.27 eV
2S+1   1

XYZ file:
```
90
C20H28Br4F12N2O19S4Zr | OMol25 | the ωB97M-V functional and the def2-TZVPD basis
Zr 1.6391 -1.3398 -1.7619
C 4.9806 -2.8987 0.3040
F 5.4122 -3.7328 1.2260
F 4.2178 -1.9745 0.8728
F 6.0015 -2.3002 -0.2908
S 4.0347 -3.9135 -1.0443
O 4.6050 -3.5165 -2.2956
O 4.2646 -5.2624 -0.6056
N 2.3815 -3.1404 -0.9221
S 1.4948 -4.3884 -0.3039
O 0.0716 -4.0778 -0.2952
O 1.7532 -5.6454 -0.9589
C 1.9075 -4.6222 1.5633
F 0.8537 -5.0160 2.2271
F 2.8604 -5.5201 1.7265
F 2.3585 -3.4703 2.0346
C 3.3253 1.7629 -4.2748
F 3.6772 0.6088 -4.7688
F 4.1430 2.1537 -3.3134
F 3.3193 2.7078 -5.1880
S 1.5655 1.6842 -3.5160
O 1.6963 2.1735 -2.1848
O 0.6597 2.4678 -4.3061
N 1.2574 -0.0614 -3.4122
S 0.5060 -0.3168 -4.8596
O 1.1401 0.3214 -5.9779
O 0.3341 -1.7383 -5.0623
C -1.2753 0.3580 -4.6993
F -2.1084 -0.6373 -4.8841
F -1.4820 0.8914 -3.4994
F -1.4470 1.2939 -5.6083
C 5.1144 0.8262 -0.6175
C 3.8943 0.0849 -1.0215
O 3.7912 -0.6289 -2.0673
O 2.8181 0.0693 -0.3790
H 5.0618 1.2414 0.3833
H 5.1903 1.6930 -1.2767
H 5.9650 0.1694 -0.7872
C -1.4607 -0.1214 1.0452
C -0.3029 -0.5742 0.2348
O 0.0176 -0.0008 -0.8403
O 0.4767 -1.5427 0.4480
H -1.4304 0.9376 1.2903
H -1.4101 -0.6251 2.0100
H -2.4115 -0.3811 0.5807
Br -1.3076 2.1966 7.9606
C -1.3220 1.9976 5.9940
C -2.7417 1.8075 5.5053
Br -2.6821 1.7557 3.5813
H -0.6764 1.1691 5.7090
H -0.8133 2.8822 5.6172
H -3.3754 2.6369 5.8128
H -3.1880 0.9381 5.9836
Br -3.1328 -4.5634 1.4842
C -3.4308 -2.8872 2.4530
C -4.0787 -3.2380 3.7763
Br -4.1701 -1.5829 4.8911
H -4.0370 -2.1565 1.9227
H -2.4522 -2.4519 2.6337
H -3.5224 -3.9899 4.3298
H -5.0475 -3.7008 3.5937
C -5.1007 2.4040 -1.9387
C -4.4758 1.5041 -0.8628
C -5.4167 1.1940 0.3230
O -5.3233 -0.2229 0.4476
C -4.9546 -0.7516 -0.7050
O -5.0903 -1.9039 -1.0069
O -4.4484 0.1924 -1.5167
H -5.3068 3.3835 -1.5054
H -6.0003 1.9602 -2.3527
H -4.3534 2.5110 -2.7239
H -3.4901 1.7514 -0.4710
H -6.4504 1.3950 0.0335
H -5.1170 1.7074 1.2317
C 3.2735 3.8821 0.2189
C 1.7617 4.0507 0.4364
C 1.0395 2.7357 0.7141
O 0.5227 2.8831 2.0261
C 0.8285 4.1057 2.5224
O 0.6502 4.4735 3.6349
O 1.4867 4.8289 1.5944
H 3.5017 3.3073 -0.6736
H 3.6586 3.3390 1.0838
H 3.6994 4.8812 0.1412
H 1.3456 4.5458 -0.4413
H 1.7426 1.9028 0.8258
H 0.3372 2.4093 -0.0523
O -0.2452 -2.2777 -2.4640
H -0.5311 -3.2033 -2.5576
H -1.0277 -1.8001 -2.1344
```